Entry 1:
49
Properties=species:S:1:pos:R:3:forces:R:3 method="wB97M-V/def2-TZVPD" e_above_lowest_ev=0.0000 smiles=CSc1ncc(-c2c(CO)n(Cc3ccccc3Cl)c3cc(OC(F)(F)F)ccc23)cn1 e_tot_ha=-2321.2866 homo_energy_ev=-8.05 orbital_gap_ev=8.4 total_charge=0
F 0.554647 5.197575 -2.047526 -2.1 -0.3 0.8
F -0.353332 5.351152 -0.039641 0.0 -1.2 -1.0
F -1.233380 6.449874 -1.600985 0.3 -1.7 -0.9
Cl 5.086078 2.249396 1.325507 -0.3 0.0 0.1
N -1.865989 -4.492400 0.105540 -0.5 -1.4 0.0
N -2.325137 -3.911619 -2.159434 0.3 -0.3 0.7
O -1.601202 4.194912 -1.683984 2.0 3.2 0.3
O 2.810460 -2.145175 0.036281 0.1 -0.6 -0.7
S -3.214685 -6.298449 -1.250948 -0.4 -0.2 -0.4
C -0.387656 -1.158620 -0.535030 0.3 0.6 -0.3
C 0.796413 -0.931939 0.117537 -0.3 0.6 1.0
C -2.385265 -4.750238 -1.095842 -0.1 1.1 -1.0
C -1.225320 -3.368541 0.274233 0.1 0.1 -0.7
C -1.643596 -2.772303 -1.959556 -0.6 -0.4 -0.4
C 2.566916 2.790016 4.432341 1.2 0.7 0.3
C 1.375836 2.323464 3.977199 -0.8 -0.9 -1.3
C 3.706669 2.773710 3.616701 0.0 -0.2 -0.7
C -2.204923 1.890372 -1.874480 -0.9 0.1 0.1
C -2.010707 0.527455 -1.649371 0.4 1.4 -0.2
C -0.111508 2.438140 -0.831357 -0.2 1.4 -0.4
C 1.292634 1.788607 2.668682 0.6 0.0 0.6
C 3.657425 2.242630 2.319342 -1.4 0.0 0.9
C -1.287919 2.885742 -1.462084 1.4 -2.4 0.6
C -1.069754 -2.448996 -0.743922 0.3 1.1 0.0
C -0.841800 0.158301 -1.025449 -0.3 -2.5 0.4
C 0.076553 1.095906 -0.618172 0.3 -0.6 0.3
C 2.417325 1.715222 1.840136 0.1 0.3 0.6
N 1.080384 0.438187 0.065115 1.1 1.2 0.3
C -0.642811 5.253107 -1.365897 -0.7 0.2 0.5
C -4.108013 -6.141440 -2.853231 -0.1 1.5 0.3
C 1.704533 -1.867130 0.899130 -0.1 0.6 -1.2
C 2.332440 1.152900 0.441688 -0.1 -0.9 0.0
H 2.441367 -2.504126 -0.814763 0.5 0.5 1.3
H -0.772977 -3.180893 1.219546 0.0 0.1 0.8
H -1.580538 -2.069342 -2.802658 0.0 -0.4 0.3
H 2.651003 3.223838 5.428601 0.0 -0.2 -0.2
H 0.501628 2.309073 4.612209 -0.1 0.1 0.0
H 4.641306 3.190811 3.975204 -0.1 -0.1 0.0
H -3.171552 2.164058 -2.278665 0.2 0.4 -0.2
H -2.715781 -0.223157 -1.954250 -0.4 0.1 -0.1
H 0.682291 3.083681 -0.503952 -0.1 0.6 0.1
H 0.352469 1.365382 2.322462 0.1 0.1 -0.1
H -4.836924 -5.297267 -2.789522 0.6 -0.7 0.0
H -3.428353 -5.916071 -3.665761 0.3 0.1 0.0
H -4.635498 -7.040188 -3.128708 -0.1 -0.5 0.5
H 1.202674 -2.793292 1.145390 -0.2 -0.1 0.1
H 2.059658 -1.427892 1.851100 0.0 0.0 -0.7
H 3.177758 0.472568 0.276950 -0.2 0.1 -0.1
H 2.486150 2.012999 -0.215705 -0.2 -0.3 -0.4

---

Entry 2:
48
Properties=species:S:1:pos:R:3:forces:R:3 method="wB97M-V/def2-TZVPD" smiles="O=C(CSc1nnc(COc2ccc(Cl)cc2)n1Cc1ccco1)c1ccccc1F" e_tot_ha=-2196.7537 homo_energy_ev=-8.69 orbital_gap_ev=9.2 total_charge=0
O 4.571992 1.947317 2.083087 0.0 0.0 0.1
C 4.124947 1.640511 1.010083 0.1 -0.1 -0.3
C 2.912170 2.270701 0.405231 -0.4 0.4 0.4
C 1.659442 2.121799 0.989014 0.1 0.1 -0.2
C 0.518840 2.664876 0.429124 0.1 -0.1 0.2
C 0.632961 3.401424 -0.735839 0.1 0.0 0.1
C 1.871982 3.578121 -1.328855 0.1 0.1 -0.1
C 3.001024 3.010100 -0.769602 -0.1 0.0 0.2
H 3.964284 3.140997 -1.238077 0.1 0.0 -0.1
H 1.957583 4.146086 -2.241490 0.0 0.1 -0.1
H -0.250539 3.827457 -1.184928 -0.1 0.0 0.0
H -0.436106 2.492112 0.898995 -0.1 0.0 0.1
F 1.534604 1.363664 2.100594 0.0 0.1 0.0
C 4.713632 0.523991 0.169090 -0.1 -0.2 0.2
H 5.720146 0.272572 0.499376 0.0 0.0 0.0
H 4.659835 0.712553 -0.900727 0.1 0.0 0.0
S 3.682576 -0.952095 0.503737 0.4 -0.1 0.1
C 2.323562 -0.534040 -0.495086 -0.1 -0.1 -0.1
N 2.365191 0.121425 -1.626076 0.9 -0.4 0.3
N 1.104864 0.277259 -2.046609 -1.1 0.2 -0.5
C 0.309866 -0.288816 -1.182144 -0.1 0.0 0.2
N 1.034994 -0.823125 -0.155402 0.3 0.6 -0.5
C 0.572022 -1.560964 0.997517 -0.3 -0.5 0.1
C 0.503096 -3.019761 0.689367 0.8 -0.1 0.4
C 1.429168 -4.012303 0.813978 -0.4 0.6 0.0
C 0.820423 -5.184633 0.302606 -0.5 0.0 -0.2
C -0.423733 -4.814523 -0.100608 0.5 -0.7 0.0
O -0.626399 -3.505253 0.123767 -0.3 0.5 0.0
H -1.229543 -5.365438 -0.543108 -0.2 0.0 -0.1
H 1.253215 -6.161618 0.245575 0.0 -0.2 0.0
H 2.414843 -3.915258 1.220167 0.2 0.1 0.1
H 1.276524 -1.384439 1.814480 -0.2 0.0 -0.1
H -0.414818 -1.178272 1.266838 0.2 0.0 0.1
C -1.171465 -0.345029 -1.277174 0.0 -0.2 -0.3
H -1.468194 0.202093 -2.178955 0.0 -0.1 0.1
H -1.502284 -1.391751 -1.352766 -0.1 0.2 0.0
O -1.705693 0.253332 -0.110422 -0.1 0.2 0.2
C -3.059087 0.376868 0.000504 -0.2 0.0 0.1
C -3.515963 0.968199 1.179501 0.1 -0.1 -0.2
C -4.865196 1.145854 1.398721 0.0 0.0 -0.1
C -5.773754 0.730033 0.436018 0.2 -0.1 -0.1
C -5.334103 0.139045 -0.734606 -0.1 0.1 0.2
C -3.978266 -0.039743 -0.954712 0.3 0.0 0.0
H -3.657555 -0.503231 -1.873636 0.1 0.0 -0.1
H -6.046230 -0.183407 -1.477616 -0.1 0.0 0.0
Cl -7.467518 0.951155 0.703365 -0.2 0.0 0.0
H -5.213734 1.603533 2.310697 -0.1 0.0 0.1
H -2.793623 1.280644 1.917022 0.1 0.0 0.1

---

Copy entry 1 word for word.
49
Properties=species:S:1:pos:R:3:forces:R:3 method="wB97M-V/def2-TZVPD" e_above_lowest_ev=0.0000 smiles=CSc1ncc(-c2c(CO)n(Cc3ccccc3Cl)c3cc(OC(F)(F)F)ccc23)cn1 e_tot_ha=-2321.2866 homo_energy_ev=-8.05 orbital_gap_ev=8.4 total_charge=0
F 0.554647 5.197575 -2.047526 -2.1 -0.3 0.8
F -0.353332 5.351152 -0.039641 0.0 -1.2 -1.0
F -1.233380 6.449874 -1.600985 0.3 -1.7 -0.9
Cl 5.086078 2.249396 1.325507 -0.3 0.0 0.1
N -1.865989 -4.492400 0.105540 -0.5 -1.4 0.0
N -2.325137 -3.911619 -2.159434 0.3 -0.3 0.7
O -1.601202 4.194912 -1.683984 2.0 3.2 0.3
O 2.810460 -2.145175 0.036281 0.1 -0.6 -0.7
S -3.214685 -6.298449 -1.250948 -0.4 -0.2 -0.4
C -0.387656 -1.158620 -0.535030 0.3 0.6 -0.3
C 0.796413 -0.931939 0.117537 -0.3 0.6 1.0
C -2.385265 -4.750238 -1.095842 -0.1 1.1 -1.0
C -1.225320 -3.368541 0.274233 0.1 0.1 -0.7
C -1.643596 -2.772303 -1.959556 -0.6 -0.4 -0.4
C 2.566916 2.790016 4.432341 1.2 0.7 0.3
C 1.375836 2.323464 3.977199 -0.8 -0.9 -1.3
C 3.706669 2.773710 3.616701 0.0 -0.2 -0.7
C -2.204923 1.890372 -1.874480 -0.9 0.1 0.1
C -2.010707 0.527455 -1.649371 0.4 1.4 -0.2
C -0.111508 2.438140 -0.831357 -0.2 1.4 -0.4
C 1.292634 1.788607 2.668682 0.6 0.0 0.6
C 3.657425 2.242630 2.319342 -1.4 0.0 0.9
C -1.287919 2.885742 -1.462084 1.4 -2.4 0.6
C -1.069754 -2.448996 -0.743922 0.3 1.1 0.0
C -0.841800 0.158301 -1.025449 -0.3 -2.5 0.4
C 0.076553 1.095906 -0.618172 0.3 -0.6 0.3
C 2.417325 1.715222 1.840136 0.1 0.3 0.6
N 1.080384 0.438187 0.065115 1.1 1.2 0.3
C -0.642811 5.253107 -1.365897 -0.7 0.2 0.5
C -4.108013 -6.141440 -2.853231 -0.1 1.5 0.3
C 1.704533 -1.867130 0.899130 -0.1 0.6 -1.2
C 2.332440 1.152900 0.441688 -0.1 -0.9 0.0
H 2.441367 -2.504126 -0.814763 0.5 0.5 1.3
H -0.772977 -3.180893 1.219546 0.0 0.1 0.8
H -1.580538 -2.069342 -2.802658 0.0 -0.4 0.3
H 2.651003 3.223838 5.428601 0.0 -0.2 -0.2
H 0.501628 2.309073 4.612209 -0.1 0.1 0.0
H 4.641306 3.190811 3.975204 -0.1 -0.1 0.0
H -3.171552 2.164058 -2.278665 0.2 0.4 -0.2
H -2.715781 -0.223157 -1.954250 -0.4 0.1 -0.1
H 0.682291 3.083681 -0.503952 -0.1 0.6 0.1
H 0.352469 1.365382 2.322462 0.1 0.1 -0.1
H -4.836924 -5.297267 -2.789522 0.6 -0.7 0.0
H -3.428353 -5.916071 -3.665761 0.3 0.1 0.0
H -4.635498 -7.040188 -3.128708 -0.1 -0.5 0.5
H 1.202674 -2.793292 1.145390 -0.2 -0.1 0.1
H 2.059658 -1.427892 1.851100 0.0 0.0 -0.7
H 3.177758 0.472568 0.276950 -0.2 0.1 -0.1
H 2.486150 2.012999 -0.215705 -0.2 -0.3 -0.4